(1)
A 9-piece molecular cluster, C10H36N16O10 overall, computed with ωB97M-V/def2-TZVPD.

Last column: Mulliken charge in e.
Cartesian coordinates (Å):
O 1.4951 -2.0275 0.4272  -1.1246
C 0.6277 -0.9374 0.5911  0.9241
C 0.1055 -0.1836 -0.6555  0.0921
O -0.2466 -0.9617 -1.7907  -0.9548
H 1.0831 -0.2621 1.3370  -0.2872
H -0.2823 -1.2970 1.1136  -0.1159
H 0.6558 0.7124 -0.9870  -0.2938
H -0.8106 0.3165 -0.2691  -0.0097
C -3.4788 -0.1347 -2.7801  0.4175
O -4.5516 0.2558 -3.2458  -0.7852
N -2.2995 -0.0837 -3.4210  -0.2213
N -3.3688 -0.7280 -1.5843  -0.2257
H -1.4106 -0.2775 -2.9463  0.2850
H -2.2159 0.2633 -4.3602  0.2014
H -4.1564 -0.6264 -0.9720  0.0620
H -2.4559 -1.0770 -1.2855  0.3371
C 2.8016 3.2913 0.0028  0.6507
O 2.4650 4.2230 0.7153  -0.7054
N 3.0221 2.0380 0.4740  -0.3330
N 2.7918 3.3462 -1.3579  -0.3611
H 2.9836 1.8640 1.4563  0.1618
H 3.0927 1.2850 -0.1895  0.1816
H 2.9871 2.5974 -2.0011  0.2527
H 2.4474 4.2011 -1.7577  0.1738
C -1.2426 -4.7138 -0.0621  0.2825
O -1.8496 -5.7882 -0.0135  -0.7681
N -0.5212 -4.2351 0.9667  -0.2712
N -1.4855 -3.7756 -1.0242  -0.2534
H 0.0717 -3.4139 0.8880  0.2743
H -0.3353 -4.8498 1.7381  0.1572
H -1.1430 -2.8448 -0.8353  0.2146
H -1.7812 -4.0325 -1.9446  0.2024
C 2.7061 0.3551 -3.8565  0.4958
O 3.2317 -0.5190 -3.1981  -0.6017
N 1.3780 0.4005 -4.1440  -0.3049
N 3.3734 1.5109 -4.2299  -0.4654
H 1.1011 1.0247 -4.8794  0.1891
H 0.7102 -0.0178 -3.4939  0.2055
H 4.3718 1.4227 -4.1429  0.2104
H 2.9511 2.2991 -4.6853  0.1762
C -0.9300 3.2877 -4.0691  0.5648
O 0.2835 3.3201 -4.3041  -0.6681
N -1.8689 3.6150 -5.0095  -0.4370
N -1.4432 2.8187 -2.9387  -0.2808
H -1.6382 3.9110 -5.9374  0.2205
H -2.7981 3.2664 -4.8504  0.1754
H -0.7810 2.3490 -2.3377  0.2129
H -2.4319 2.6520 -2.9052  0.2035
C 2.9166 -2.1307 3.7080  0.4640
O 3.5198 -2.2967 4.7758  -0.7698
N 1.5631 -2.2384 3.5848  -0.2286
N 3.4977 -2.0533 2.4994  -0.2957
H 1.0576 -2.3603 4.4432  0.1213
H 1.1586 -2.2405 2.6522  0.2605
H 4.4906 -1.9021 2.5462  0.1901
H 2.9067 -1.9101 1.6707  0.3140
C 1.0471 1.0530 5.3592  0.4984
O 1.7811 1.6608 6.1390  -0.7466
N -0.0832 0.4350 5.7691  -0.2817
N 1.1689 1.0221 4.0190  -0.1276
H -0.2569 0.5513 6.7536  0.1688
H -0.7499 -0.0807 5.2237  0.3011
H 2.0034 1.4464 3.6594  0.1070
H 0.6067 0.3671 3.5006  0.1780
C -3.0340 -0.4047 3.0481  0.4180
O -1.9364 -0.4904 3.6054  -0.6632
N -3.1612 -0.5666 1.7153  -0.2618
N -4.1841 -0.3435 3.7318  -0.4188
H -2.3105 -0.5504 1.1681  0.1492
H -4.0659 -0.3795 1.3269  0.1563
H -4.1418 -0.0925 4.7013  0.2507
H -5.0040 -0.3354 3.1545  0.1600

Properties
HOMO	-1.7497	eV
electronic energy	-55279.01017	eV
energy relative to the best compared isomer or geometry (same formula, charge and spin)	0.00	kcal per mole
gap between HOMO and LUMO	5.745	eV
charge	-2

=====

(2)
One molecule with the formula C24H30N6O, computed with ωB97M-V/def2-TZVPD.

Last column: Mulliken charge in e.
Cartesian coordinates (Å):
C 3.6438 2.4801 -0.3979  -1.4413
C 2.1277 2.5983 -0.3456  0.5605
C 1.5093 1.7273 0.6974  0.0974
N 0.1792 1.6759 0.7409  -0.4173
C -0.3756 0.9585 1.6968  -0.3423
C 0.3697 0.2879 2.6657  0.7288
C -0.2749 -0.4638 3.7941  -1.3783
N -0.6743 -1.7975 3.3825  0.5288
C 0.4565 -2.6778 3.1673  -0.5989
C -0.0518 -4.0300 2.6404  -1.5179
C -1.5242 -3.8795 2.2548  0.2394
C -1.8165 -2.7170 1.2952  0.3709
O -2.8895 -2.1554 1.2881  -0.6970
N -0.8162 -2.4530 0.4061  0.0252
C -0.7247 -1.4106 -0.5165  0.6578
C 0.5029 -1.2080 -1.1470  -0.6073
C 0.6579 -0.2007 -2.0726  -0.5279
C -0.4132 0.6323 -2.3857  -0.1518
N -0.2053 1.6585 -3.3153  0.9022
N 0.9963 2.2542 -3.3579  -1.0142
C 0.9387 3.1655 -4.3089  0.4937
C 2.0972 4.0419 -4.6242  -1.2053
C -0.3304 3.1468 -4.9162  -1.1917
C -1.0430 2.1694 -4.2578  1.1648
C -2.4190 1.6757 -4.5247  -1.6691
C -1.6305 0.4491 -1.7419  -0.2460
C -1.7902 -0.5706 -0.8250  -0.7690
C -2.3067 -3.6053 3.5411  -1.0180
C -1.6427 -2.4198 4.2666  -0.7806
C 1.7463 0.3839 2.5065  -0.3715
N 2.3097 1.0801 1.5356  -0.4092
H 4.0410 3.1388 -1.1659  0.4282
H 4.0832 2.7458 0.5597  0.3566
H 3.9321 1.4587 -0.6293  0.2954
H 1.6938 2.3553 -1.3199  -0.3933
H 1.8355 3.6287 -0.1241  0.3578
H -1.4578 0.9261 1.7046  0.4505
H 0.4174 -0.4960 4.6568  0.3408
H -1.1773 0.0735 4.0970  0.5011
H 1.0334 -2.8238 4.1000  0.5514
H 1.1208 -2.1982 2.4433  0.1792
H 0.0098 -4.7864 3.4254  0.4269
H 0.5637 -4.3907 1.8136  0.4304
H -1.8928 -4.7969 1.7832  0.4344
H 0.0312 -2.9920 0.4937  0.1206
H 1.3427 -1.8452 -0.9043  0.3363
H 1.6073 -0.0351 -2.5567  0.4285
H 2.9417 3.7652 -3.9997  0.2863
H 1.8430 5.0851 -4.4396  0.2858
H 2.3752 3.9411 -5.6725  0.3171
H -0.6715 3.7599 -5.7258  0.4266
H -2.6738 1.8732 -5.5638  0.3871
H -2.4909 0.6058 -4.3380  0.4208
H -3.1506 2.1878 -3.8986  0.2714
H -2.4531 1.1181 -1.9310  0.3716
H -2.7341 -0.7108 -0.3265  0.5446
H -3.3338 -3.3569 3.2777  0.4420
H -2.3149 -4.4919 4.1757  0.4326
H -1.1629 -2.7572 5.2025  0.3105
H -2.3966 -1.6760 4.5270  0.3743
H 2.4316 -0.1020 3.1937  0.4695

Properties
HOMO	-7.8627	eV
electronic energy	-36363.95925	eV
energy relative to the best compared isomer or geometry (same formula, charge and spin)	33.50	kcal per mole
gap between HOMO and LUMO	8.548	eV

=====

(3)
A 2-piece molecular cluster, H2N4O2 overall, computed with ωB97M-V/def2-TZVPD.

Last column: Mulliken spin population.
Cartesian coordinates (Å):
N 0.8657 1.4897 0.1716  0.5469
N -1.7146 0.4368 0.0134  0.0417
N 1.7908 0.8516 0.0177  0.2564
N -0.4938 0.2558 -0.4513  0.4678
O -2.2779 -0.6572 0.1862  0.4716
O 0.1125 -0.9451 -0.2669  0.1151
H -0.1978 -1.3584 0.6025  0.0022
H 1.9152 -0.0731 -0.2731  0.0983

Properties
HOMO (spin up / spin down)	-6.8547 / -10.0153	eV
electronic energy	-10078.53524	eV
energy relative to the best compared isomer or geometry (same formula, charge and spin)	53.48	kcal per mole
gap between HOMO and LUMO (spin up / spin down)	7.228 / 7.218	eV
spin multiplicity	3

=====

(4)
One molecule with the formula C5H12N4, computed with ωB97M-V/def2-TZVPD.

Last column: Mulliken charge in e.
Cartesian coordinates (Å):
C 2.8375 -0.8430 -0.1196  -0.8475
N 2.2458 0.4442 0.0628  -0.2798
C 0.8583 0.4405 0.0154  0.3097
N 0.2651 -0.7036 -0.1145  -0.4079
N -1.1587 -0.6232 -0.3661  -0.1391
C -1.7105 -1.9128 0.0587  -0.8721
C -1.8748 0.5735 0.2357  -0.5544
C -1.1301 1.8286 -0.2974  -0.5084
N 0.2729 1.7226 0.1385  -0.3433
H 2.3989 -1.5842 0.5496  0.3011
H 2.7091 -1.1897 -1.1399  0.2488
H 3.9168 -0.7944 0.0993  0.3225
H 2.6700 1.0947 0.7795  0.2736
H -1.5279 -2.1442 1.0925  0.3559
H -1.2326 -2.6840 -0.5658  0.2668
H -2.8329 -1.9229 -0.1026  0.3010
H -1.9456 0.5346 1.3354  0.2862
H -2.9299 0.6002 -0.0997  0.4017
H -1.4801 2.8266 0.1004  0.3253
H -1.2114 1.8933 -1.4011  0.2859
H 0.8600 2.4434 -0.2610  0.2741

Properties
HOMO	-7.4403	eV
electronic energy	-11338.74215	eV
energy relative to the best compared isomer or geometry (same formula, charge and spin)	34.11	kcal per mole
gap between HOMO and LUMO	8.416	eV

=====

(5)
An isolated ion of composition C19H10F4NO6S and charge -1, computed with ωB97M-V/def2-TZVPD.

Last column: Mulliken charge in e.
Cartesian coordinates (Å):
O 1.3324 0.0915 2.9207  -0.5780
C 1.2093 -0.9811 2.3407  0.1142
C 0.6277 -2.1585 2.9798  0.0299
F 0.0433 -1.9915 4.1899  -0.3202
C 0.7094 -3.4087 2.4623  0.4521
F 0.1664 -4.4741 3.0800  -0.3040
C 1.3706 -3.6858 1.1812  0.4990
O 1.4241 -4.8075 0.6574  -0.7322
C 2.0789 -2.5483 0.6731  -0.4281
F 2.9803 -2.8581 -0.2495  -0.4130
C 1.6845 -1.1617 0.8831  1.6135
F 2.8379 -0.3327 0.6667  -0.4455
C 0.4207 -0.1548 0.0734  -0.6695
C 0.3042 1.3210 0.4115  -0.0113
C -0.6985 1.7708 1.3226  -0.3664
C -0.5472 2.8915 2.1235  -0.4679
C 0.6824 3.5880 1.9952  -0.1077
N 1.1511 4.2797 3.1247  0.9822
O 2.3015 4.7541 3.1314  -0.6104
O 0.3826 4.3838 4.0987  -0.6234
C 1.5575 3.3104 0.9200  -0.5109
C 1.3609 2.1888 0.1006  -0.3364
S 0.4807 -0.4783 -1.7011  1.4643
O 0.8106 -1.8771 -1.7406  -0.6202
O 1.2134 0.5760 -2.3605  -0.7242
C -1.1288 -0.5346 -2.5451  0.0176
C -1.9900 -1.6110 -2.3105  -0.3240
C -3.0885 -1.8072 -3.1431  -0.5804
C -3.3374 -0.9209 -4.1935  -0.3990
C -2.5706 0.2502 -4.3014  -0.5838
C -1.4875 0.4629 -3.4565  -0.2032
H -0.5268 -0.6786 0.3306  0.6451
H -1.5979 1.1884 1.4580  0.3712
H -1.2364 3.2219 2.9151  0.4110
H 2.4098 3.9539 0.7615  0.4100
H 2.0509 2.0332 -0.7489  0.4284
H -1.7621 -2.3456 -1.5483  0.4546
H -3.7386 -2.6699 -3.0194  0.3572
H -4.1959 -1.0940 -4.8392  0.3525
H -2.8193 0.9624 -5.0817  0.3589
H -0.8655 1.3514 -3.5621  0.3980

Properties
HOMO	-3.9201	eV
electronic energy	-55340.47514	eV
energy relative to the best compared isomer or geometry (same formula, charge and spin)	21.28	kcal per mole
gap between HOMO and LUMO	5.203	eV
charge	-1

=====

(6)
A 2-piece molecular cluster, C4H9PS3 overall, computed with ωB97M-V/def2-TZVPD.

Last column: Mulliken charge in e.
Cartesian coordinates (Å):
C -1.7847 -0.4828 0.8219  0.1923
C 1.4892 -0.1060 -1.5941  -1.0633
C 2.4497 -1.5010 0.9525  -1.0170
C -3.1415 1.7098 0.0215  -0.9507
P 1.1855 -0.1222 0.2087  0.4471
S -2.4901 -1.5462 1.8009  -0.2290
S 1.9431 1.5741 0.9499  -0.3964
S -1.5602 0.8878 -0.0048  0.0870
H 2.2178 -0.8538 -1.8143  0.4072
H 0.5695 -0.6640 -2.1202  0.2490
H 1.6280 0.8262 -1.9667  0.3872
H 3.2320 -1.2915 0.2649  0.3499
H 2.5594 -1.6060 2.0492  0.3247
H 1.9930 -2.4892 0.5662  0.2742
H -4.0216 1.0604 -0.1460  0.3108
H -3.0809 2.3380 -0.8963  0.3024
H -3.1884 2.2663 0.9066  0.3245

Properties
HOMO (spin up / spin down)	-7.8566 / -7.2623	eV
electronic energy	-46085.06454	eV
energy relative to the best compared isomer or geometry (same formula, charge and spin)	82.47	kcal per mole
gap between HOMO and LUMO (spin up / spin down)	7.366 / 5.765	eV